This record from the Open Molecules 2025 dataset describes 12 unconnected molecules or ions with the total composition C32H88O12. The level of theory is ωB97M-V with the def2-TZVPD basis set.

The geometry in XYZ format:
```
132
C32H88O12, DFT ωB97M-V with the def2-TZVPD basis set
H -4.470 0.616 5.883
H 2.714 3.208 0.258
H 1.248 6.315 -1.066
C -2.449 4.074 -3.621
H 3.869 0.906 0.694
C 1.750 -2.915 -3.230
C 2.923 -4.877 1.847
H -4.205 -3.921 3.130
C -1.401 1.793 -0.200
C -0.483 0.756 -0.737
H -0.776 1.406 -5.218
C 2.594 1.506 -4.713
O -1.887 1.245 3.808
H -3.094 1.534 6.249
C 0.801 5.491 -1.545
H 5.187 0.658 -0.424
C 4.347 0.195 0.042
O 0.867 3.175 -4.418
H 2.815 0.481 -4.773
H -4.090 -4.110 1.375
O 3.383 -1.613 1.303
H 0.961 3.399 -1.555
H 1.544 -0.905 -2.418
O -1.718 -2.082 -3.109
C -3.711 1.249 5.423
H 3.321 1.999 -4.000
O 3.799 -4.075 2.574
O -2.221 4.186 3.982
H -3.165 -0.313 2.346
H -2.854 5.662 2.702
O -1.499 3.067 -3.120
H -4.712 -2.641 1.875
H 5.573 -2.997 0.614
H 0.025 -1.388 -0.283
H -1.067 5.435 1.184
H 0.903 -4.704 -2.344
H 0.224 -1.166 3.432
H -3.499 -2.153 -4.853
H -1.088 2.075 0.776
C 1.170 1.751 -4.316
C -0.446 -0.463 0.179
H -1.410 2.628 -0.853
C -2.593 -3.022 2.284
H -2.314 3.231 3.888
H -1.141 1.164 4.394
H -1.323 -1.372 -2.644
C 1.158 -3.694 -1.979
H 1.941 -2.450 4.763
H -3.090 -3.478 -1.216
C -2.960 0.484 4.374
H 0.563 0.879 -6.256
H 1.568 3.694 -4.106
H -4.059 -3.627 -3.872
C -3.056 -1.915 -2.807
H -1.493 -0.786 0.457
H 0.085 -0.121 -4.774
H 3.681 -3.209 2.190
H 4.722 -2.498 -0.704
C -3.999 -3.399 2.193
H 6.331 -1.804 -0.425
C 5.387 -2.112 0.114
C 4.667 -1.021 0.899
H -3.227 3.600 -4.210
H 0.552 1.140 -0.804
H 2.974 -6.216 3.453
H -3.816 4.405 -1.791
H 5.267 -0.815 1.846
C 0.401 -0.953 4.463
C -3.779 0.234 3.117
H -0.861 -4.158 2.613
H -0.627 3.219 -3.657
H 4.220 -6.510 2.229
H 0.699 5.640 -2.628
C 1.471 -4.402 1.976
C -2.275 4.716 2.684
C 2.077 4.102 0.097
H 1.855 -3.678 -1.153
H 2.940 -1.733 -1.834
H 0.896 -4.835 1.177
H 1.420 -3.294 1.905
C -3.494 -2.472 -1.392
H 1.141 1.479 -3.234
H 3.673 -1.222 4.079
O -0.874 0.362 -2.007
H -0.053 -2.848 -3.826
H 2.663 4.999 0.369
H 1.080 -4.876 2.871
C 2.332 -1.567 -2.700
H 2.136 -0.937 5.773
C 0.213 0.932 -5.180
H 2.860 -0.905 -3.432
H 2.528 -3.524 -3.668
H -2.406 1.407 -0.117
H -3.221 -0.843 -2.722
H 0.349 0.186 4.546
O 0.779 -2.814 -4.274
H 2.712 1.977 -5.721
H -0.272 5.391 2.842
H -4.992 -2.175 -3.762
C -3.046 4.884 -2.466
C 3.174 -6.230 2.377
H -4.595 -2.460 -1.213
O 2.796 -0.823 3.872
H -3.076 -1.801 -0.625
H -2.432 -2.149 2.875
C 1.611 4.203 -1.345
H -0.367 -1.350 5.163
O 2.724 4.167 -2.199
H -2.332 -2.736 1.242
H 3.183 -4.817 0.761
H -2.585 -0.447 4.859
H 1.248 4.021 0.772
H -1.187 1.200 -2.419
H -2.279 5.182 -1.758
C -0.928 4.873 2.111
H 3.667 -0.197 -0.731
H 0.009 -0.226 1.125
C -3.953 -2.507 -3.945
H -4.738 -0.333 3.111
H -2.825 4.066 1.934
H -0.189 5.318 -1.160
H -4.201 2.124 4.936
H -3.938 1.284 2.669
H -0.431 3.883 1.876
H -3.639 5.773 -2.814
O -1.818 -4.175 2.710
H 3.037 -1.257 2.180
H 0.216 -3.248 -1.750
H 2.562 -6.964 1.874
H -1.920 4.696 -4.316
C 1.864 -1.381 4.816
H 3.202 4.986 -2.097
```

Output
Electronic energy ... -59178.5822 eV
HOMO-LUMO gap ... 10.07 eV
Multiplicity ... 1
Highest occupied orbital energy ... -9.65 eV
SMILES ... CC(C)O.CC(C)O.CC(C)O.CC(C)O.CC(C)O.CC(C)O.CC(C)O.CC(C)O.CCO.CCO.CCO.CCO
Energy relative to the best compared isomer or geometry (same formula, charge and spin) ... 62.5 kcal per mole
Maximum force ... 3.10 eV/Å

Atomic partial charges in e from the Mulliken method, atoms 1 to 8:
1 H 0.453
2 H 0.116
3 H 0.493
4 C -0.351
5 H 0.290
6 C 0.032
7 C 1.055
8 H 0.390